Entry from the OMol25 dataset: a structure of composition C10H24BFIN2O4S in a non-equilibrium geometry (the ωB97M-V functional and the def2-TZVPD basis).

The geometry in XYZ format:
```
44
Properties=species:S:1:pos:R:3:lowdin_charge:R:1
C -0.93506 0.83369 0.93164 -0.09
H 5.93406 -5.50770 -1.80873 0.10
H 0.18819 3.28271 1.00342 0.11
I 2.60931 -0.62132 -2.06416 1.15
H -3.75653 -0.61474 3.52791 0.08
H -3.38078 1.27526 0.13126 0.13
H -3.97614 1.85402 3.91872 0.12
C -3.43639 1.47427 3.05030 -0.25
H -1.31499 4.22432 0.83578 0.12
O 2.12369 -3.67339 -3.15656 -0.25
H 6.39944 -1.40649 -2.90535 0.13
H -5.04342 0.10273 2.56679 0.09
H 0.11553 1.00659 1.16553 0.15
H -1.94844 2.57546 -1.59350 0.13
C -3.01101 2.20712 0.55588 -0.11
H 7.14870 -4.22484 -1.67133 0.10
N -1.49887 2.15514 0.45500 -0.25
H -3.51546 -0.33587 1.81082 0.06
O 5.40026 -3.71969 -2.66546 0.03
F 1.43833 -3.23751 -0.90469 -0.20
H -0.45453 -0.97837 -0.15825 0.12
C -1.09903 2.21078 -1.02461 -0.07
O 3.19023 -4.83482 -1.24857 -0.20
C -3.96349 0.08117 2.71627 -0.09
C -0.88170 3.29271 1.19246 0.02
H -3.31137 3.01308 -0.11239 0.13
H -2.39085 1.42343 3.36705 0.09
N 3.63500 -2.38118 -1.55993 -0.41
H -1.12268 0.48067 -2.36438 0.13
O 5.44398 -1.32883 -2.80533 0.12
H -1.45397 0.51004 1.82549 0.11
H -4.69011 2.59696 1.72923 0.13
H -0.28599 2.92555 -1.11429 0.13
C -0.67216 0.79461 -1.42586 -0.17
H 0.41085 0.73963 -1.54799 -0.02
H -3.29833 3.47870 2.26718 0.11
B 4.88453 -2.49285 -2.38659 -0.95
H -1.06310 3.17303 2.25649 0.11
H 5.69018 -4.19479 -0.64269 0.09
C -3.61909 2.49339 1.92353 -0.18
H -2.11365 -0.43463 -0.35730 0.12
C 6.08120 -4.44665 -1.62834 -0.04
C -1.08245 -0.09431 -0.25334 -0.14
S 2.62609 -3.67709 -1.83111 0.49
```

## Properties
relative energy (zero: lowest compared OMol25 entry of this formula, charge and spin) = 0.0 kJ/mol
M = 425.093 u
frontier orbital gap = 8.895 eV
charge = +1
LUMO = -0.124 Ha